Entry 1:
12
Properties=species:S:1:pos:R:3:forces:R:3 method="wB97M-V/def2-TZVPD" homo_lumo_gap_ev=7.24 lumo_energy_ev=-5.45 relative_energy_kcal_mol=4.2 total_charge=+1
H 3.28391 -1.16285 0.12983 0.0 0.0 0.0
O 2.39306 -1.40327 0.39922 -0.2 -0.1 0.1
C 1.46986 -0.64805 -0.35751 0.1 0.3 -0.3
C 0.10263 -1.02822 0.01095 -1.1 -0.4 0.4
C -1.01336 -1.37685 0.33091 0.8 0.4 0.0
H 1.60505 -0.81926 -1.43906 -0.1 0.0 0.2
H 1.59309 0.43348 -0.17568 -0.1 -0.2 0.0
H -1.97791 -1.69359 0.68651 0.4 0.0 -0.3
C -1.76718 1.67083 -0.25290 0.9 0.4 -1.0
O -1.24216 2.44153 0.59651 -0.5 -0.5 -0.4
Ca -3.25323 2.07309 1.26695 -0.3 0.1 0.8
H -1.19375 1.51315 -1.19572 0.0 -0.1 0.6

Entry 2:
12
Properties=species:S:1:pos:R:3:forces:R:3 method="wB97M-V/def2-TZVPD" homo_lumo_gap_ev=10.60 lumo_energy_ev=0.79 smiles="C/C=C(/Cl)[C@@H](F)Cl" relative_energy_kcal_mol=6.1
C 1.07348 -0.62603 1.08379 0.9 -0.5 -0.8
C 0.23671 0.59069 0.81658 -0.2 1.0 1.0
C -0.66787 0.81145 -0.12985 0.2 -1.0 -1.3
C -0.82711 -0.20756 -1.29595 -0.3 0.1 1.5
H 2.16895 -0.42433 1.19674 -1.0 0.3 0.1
H 0.74179 -1.13648 1.99587 0.0 0.1 -0.2
H 1.05800 -1.34600 0.23384 -0.2 0.4 0.8
H 0.27329 1.44072 1.53721 0.3 -0.9 -0.3
H -0.29037 -1.09150 -0.92508 -0.7 0.1 -0.4
F -2.13501 -0.51451 -1.61767 0.5 0.2 0.7
Cl -1.57270 2.29319 -0.10111 0.0 -0.3 -0.4
Cl -0.05915 0.21036 -2.79437 0.5 0.6 -0.6

Entry 3:
12
Properties=species:S:1:pos:R:3:forces:R:3 method="wB97M-V/def2-TZVPD" homo_lumo_gap_ev=10.52 lumo_energy_ev=0.75 relative_energy_kcal_mol=53.7
C -0.25806 -1.50563 1.34262 -0.2 -0.3 4.4
C -0.15496 -1.26163 0.09087 2.7 4.2 -1.9
C -0.33692 1.44529 -0.70714 -1.0 -1.2 1.8
C 0.74871 0.50500 -0.41213 -0.9 -3.9 3.7
Cl -0.41772 -2.29001 -1.15533 -0.5 -1.1 -1.8
Cl -1.09687 2.20342 0.71551 0.0 -0.4 0.0
Cl 1.77326 0.36076 -1.77011 0.5 -0.5 -0.4
H -0.64454 -2.51232 1.80217 0.8 2.2 -1.0
H 0.08364 -0.63903 2.02869 -0.8 -1.8 -0.8
H -1.02932 0.88312 -1.27883 -1.2 0.0 -0.6
H 0.05314 2.20575 -1.24008 1.0 2.7 -1.9
H 1.27965 0.60526 0.58376 -0.4 0.2 -1.5

Entry 4:
13
Properties=species:S:1:pos:R:3:forces:R:3 method="wB97M-V/def2-TZVPD" homo_lumo_gap_ev=9.31 lumo_energy_ev=-0.14 smiles="C=C(F)[C@@](F)(Cl)CS" relative_energy_kcal_mol=58.7
C 0.30807 -1.58960 -0.40290 0.1 -2.4 3.7
C -0.56115 -0.52674 0.16125 -2.7 0.8 0.7
C -0.21637 0.88154 -0.22069 -1.5 0.8 1.3
C -0.22702 2.04048 0.48438 -0.4 -0.9 0.9
H 1.72115 0.43449 -0.22939 1.4 -3.8 0.5
H 0.08661 -2.01862 -1.39167 0.0 0.6 0.6
H 0.10996 -2.35795 0.52707 0.3 0.9 -2.9
H -0.66825 2.21176 1.66635 1.7 -0.7 -4.0
H 0.26745 2.78732 -0.19091 -0.8 0.1 1.4
F -0.62315 -0.50412 1.54852 0.1 -0.6 -1.2
F 0.16380 0.85845 -1.50249 0.1 0.6 -0.8
S 2.01944 -1.14277 -0.03794 -0.1 3.6 -0.8
Cl -2.38054 -1.07422 -0.41158 1.8 0.9 0.6